Entry 1:
9
Properties=species:S:1:pos:R:3:forces:R:3:nbo_charge:R:1 method="wB97M-V/def2-TZVPD" e_lumo_ev="-0.8 / -0.8" energy_ha=-705.315361 e_above_lowest_kcal_mol=75.8
F 0.783 -1.256 1.230 1.194 -0.636 0.757 -0.280
F -0.037 -1.005 -1.808 -0.211 -2.993 -0.260 -0.189
F 1.330 0.498 -2.213 -0.068 0.279 -0.238 -0.257
F -0.809 -0.145 2.253 0.367 -0.286 0.123 -0.290
F -1.158 -1.160 0.356 0.078 0.480 0.885 -0.315
O 0.274 1.924 0.614 -0.126 -2.073 -0.436 -0.414
N -0.013 0.271 -1.945 0.750 2.815 1.222 0.344
C -0.246 -0.488 1.103 -1.663 0.916 -1.714 0.892
C 0.146 0.805 0.264 -0.321 1.497 -0.339 0.510


Entry 2:
16
Properties=species:S:1:pos:R:3:forces:R:3:nbo_charge:R:1 method="wB97M-V/def2-TZVPD" e_lumo_ev=0.9 energy_ha=-631.784694 smiles="CC=O.CCS" e_above_lowest_kcal_mol=25.1
S 0.103 1.312 -0.505 0.049 1.071 0.278 -0.031
O 1.013 -1.649 -0.856 -0.143 -0.307 -0.425 -0.529
C 2.091 -1.276 -0.490 -0.690 -0.450 0.727 0.458
C 2.553 -1.322 0.941 0.607 -0.258 -0.239 -0.738
C -2.838 1.266 -0.268 2.110 0.639 -1.563 -0.622
C -1.477 0.482 -0.435 -1.358 -0.399 1.220 -0.536
H -0.005 1.973 0.676 0.014 -0.163 -0.399 0.112
H -3.359 1.047 -1.201 -0.815 -0.099 0.588 0.217
H -1.537 -0.148 -1.318 0.242 -0.072 0.046 0.229
H 1.828 -0.889 1.632 0.198 0.627 -0.260 0.248
H 2.819 -0.825 -1.176 0.081 0.034 -0.393 0.102
H -3.304 1.012 0.672 -0.456 -0.098 -0.127 0.214
H -2.637 2.343 -0.330 -0.141 -0.130 0.328 0.212
H 3.535 -0.846 0.849 -0.157 0.172 1.104 0.214
H -1.458 -0.155 0.448 0.332 -0.453 -0.303 0.208
H 2.673 -2.327 1.360 0.126 -0.116 -0.583 0.243


Entry 3:
54
Properties=species:S:1:pos:R:3:forces:R:3:nbo_charge:R:1 method="wB97M-V/def2-TZVPD" e_lumo_ev="-2.9 / -6.1" spin_multiplicity=5 s2=6.011 energy_ha=-6505.659459 charge=+1 e_above_lowest_kcal_mol=5.5
Br -0.551 -1.254 -3.992 -0.029 0.027 0.072 0.159
Co 0.749 -1.620 -0.924 -0.195 0.727 -0.234 1.827
S -1.491 -1.099 1.511 -0.008 -0.118 0.297 1.302
P 0.879 -4.316 -0.556 -0.175 0.083 0.220 2.524
P 3.234 -2.540 -0.082 0.068 -0.164 0.266 2.534
O -0.719 -1.356 0.201 0.288 0.173 -0.180 -1.024
O 0.795 3.701 -4.029 -0.030 -0.122 -0.026 -0.614
O 0.537 -3.280 -1.703 0.169 -0.002 0.190 -1.069
O 2.594 -1.362 -0.892 -0.264 -0.283 0.244 -1.104
O -0.231 -4.768 0.259 0.024 -0.083 0.007 -1.052
O 1.881 -3.352 0.359 0.168 0.014 -0.321 -1.114
O 3.914 -3.497 -1.165 0.296 0.039 0.147 -1.012
O 4.087 -2.213 1.049 -0.035 0.081 0.030 -1.067
O 1.783 -5.443 -1.152 0.114 0.028 -0.254 -0.969
N 0.586 0.186 -1.924 0.030 -0.269 -0.349 -0.621
C 0.760 2.578 -3.311 -0.005 0.071 -0.035 0.405
C 1.142 1.277 -1.361 -0.137 -0.194 0.080 0.092
C 0.275 0.488 2.976 -0.044 -0.072 0.039 -0.098
C 1.496 -0.045 2.567 -0.067 0.028 0.048 -0.161
C 0.152 0.289 -3.191 0.011 -0.043 0.233 0.172
C 0.206 1.453 -3.913 -0.052 0.078 -0.184 -0.323
C -3.110 1.172 -2.395 0.027 -0.049 -0.029 -0.200
C -3.155 -0.680 0.903 0.141 -0.034 -0.102 -0.606
C 1.247 2.478 -2.006 0.090 0.214 0.057 -0.320
C -3.030 0.151 -1.457 0.036 -0.076 -0.045 -0.236
C -3.200 0.429 -0.104 -0.032 0.041 0.026 0.012
C 1.262 0.980 5.124 -0.072 0.062 0.052 -0.191
C 2.465 0.433 4.710 0.084 -0.032 0.016 -0.186
C -0.952 0.532 2.093 0.370 -0.148 -0.115 -0.597
C -3.446 1.740 0.297 -0.027 0.047 0.058 -0.232
C -3.346 2.478 -1.989 0.021 0.008 0.005 -0.198
C 2.584 -0.086 3.428 -0.066 -0.011 -0.082 -0.202
C -3.514 2.762 -0.639 0.005 0.014 0.019 -0.199
C 0.171 0.997 4.265 -0.098 0.036 0.101 -0.192
H -0.775 1.411 4.601 0.087 -0.017 0.019 0.211
H -3.510 -1.627 0.492 -0.028 0.011 0.045 0.269
H -3.011 0.939 -3.450 0.010 0.014 0.066 0.225
H 1.166 1.390 6.123 -0.011 -0.041 -0.072 0.229
H -3.721 -0.457 1.810 -0.008 -0.046 -0.001 0.256
H 3.313 0.403 5.385 -0.075 0.014 -0.049 0.231
H -3.420 3.271 -2.723 -0.008 -0.037 0.032 0.228
H 2.497 -5.138 -1.737 -0.120 -0.032 0.182 0.533
H -3.720 3.776 -0.317 0.013 -0.062 -0.019 0.230
H 1.718 3.320 -1.511 -0.080 -0.075 -0.027 0.244
H -1.797 0.914 2.667 -0.052 0.033 -0.081 0.254
H -0.162 1.497 -4.929 0.039 0.012 0.067 0.267
H 1.612 -0.449 1.574 0.040 -0.112 -0.230 0.173
H -0.837 1.121 1.181 -0.013 0.108 0.050 0.253
H -2.857 -0.872 -1.779 -0.041 0.082 0.011 0.226
H 4.821 -3.725 -0.884 -0.391 0.056 -0.148 0.538
H -3.613 1.966 1.346 -0.002 -0.020 -0.085 0.215
H 1.514 1.162 -0.349 0.041 -0.045 -0.031 0.228
H 3.511 -0.536 3.093 -0.051 0.020 -0.033 0.250
H 1.217 4.421 -3.547 0.041 0.063 0.053 0.501


Entry 4:
21
Properties=species:S:1:pos:R:3:forces:R:3:nbo_charge:R:1 method="wB97M-V/def2-TZVPD" e_lumo_ev=1.0 energy_ha=-312.038292 e_above_lowest_kcal_mol=136.0
O 2.419 0.414 0.361 -0.030 -0.024 0.058 -0.540
C -2.194 -0.736 0.294 -0.061 -0.088 0.154 -0.321
C 1.288 -0.110 -0.292 -0.226 -0.095 -0.133 -0.052
C 3.330 0.987 -0.538 0.232 0.147 -0.163 -0.245
C -2.648 0.662 -1.212 -0.091 0.204 -0.136 -0.884
C 0.333 -0.691 0.747 0.062 0.043 0.081 -0.430
C -0.899 -1.318 0.156 0.128 -0.221 0.104 -0.502
H 0.899 -1.422 1.341 -0.101 0.076 -0.083 0.217
H -2.182 1.623 -0.972 -0.047 -0.135 -0.033 0.201
H 2.878 1.828 -1.090 0.054 -0.126 0.089 0.162
H 0.058 0.114 1.442 0.005 -0.106 -0.092 0.203
H -3.063 -1.346 0.064 0.181 0.117 0.032 0.232
H -1.571 -0.370 -0.738 -0.238 0.236 -0.150 0.436
H -3.728 0.700 -1.046 0.156 -0.016 -0.005 0.212
H 4.178 1.360 0.042 -0.116 -0.051 -0.094 0.193
H -2.358 0.030 1.051 0.071 -0.149 -0.141 0.225
H -2.445 0.376 -2.252 0.014 -0.003 0.112 0.206
H 1.587 -0.895 -1.009 -0.021 0.101 0.099 0.158
H -0.833 -2.260 -0.380 0.024 0.098 0.092 0.214
H 0.783 0.683 -0.875 0.066 -0.099 0.092 0.152
H 3.695 0.251 -1.272 -0.061 0.090 0.119 0.162


Entry 5:
13
Properties=species:S:1:pos:R:3:forces:R:3:nbo_charge:R:1 method="wB97M-V/def2-TZVPD" e_lumo_ev=3.9 energy_ha=-307.083170 charge=-1 e_above_lowest_kcal_mol=44.2
O -1.232 0.067 -2.621 0.240 0.172 -0.358 -0.809
O 2.254 0.123 1.421 -0.163 0.006 -0.177 -0.750
C 0.382 0.095 -0.181 -0.810 -0.155 -0.031 -0.454
C 0.848 0.398 1.224 0.205 0.054 0.558 -0.047
C -1.716 -0.233 -1.496 -0.376 -0.243 -0.001 0.257
C -1.088 -0.270 -0.281 0.388 0.424 0.078 -0.544
H 0.712 1.434 1.535 -0.070 0.208 -0.329 0.156
H -2.794 -0.538 -1.482 0.014 0.041 0.147 0.055
H 0.966 -0.767 -0.550 0.295 0.122 -0.070 0.159
H 2.461 -0.508 0.725 0.149 -0.009 0.053 0.457
H -1.642 -0.570 0.596 -0.024 -0.080 0.197 0.167
H 0.277 -0.174 1.956 -0.068 -0.374 0.009 0.141
H 0.571 0.944 -0.846 0.219 -0.167 -0.077 0.212


Entry 6:
8
Properties=species:S:1:pos:R:3:forces:R:3:nbo_charge:R:1 method="wB97M-V/def2-TZVPD" e_lumo_ev=0.6 energy_ha=-444.546993 e_above_lowest_kcal_mol=38.2
F 0.126 -1.103 -0.778 0.087 -0.364 1.158 -0.323
F 0.509 -2.322 1.024 0.022 -0.214 0.600 -0.278
O -0.262 0.450 -2.964 0.016 0.215 -0.096 -0.491
N 0.084 1.101 1.692 2.169 1.280 0.250 -0.534
C 0.019 0.014 1.193 0.402 -2.639 -0.351 0.203
C 0.019 1.527 -2.799 -0.036 -0.141 -0.016 0.492
C 0.249 -1.120 0.592 -0.341 0.758 -2.432 0.571
H -0.745 1.453 2.040 -2.319 1.106 0.888 0.361


Entry 7:
10
Properties=species:S:1:pos:R:3:forces:R:3:nbo_charge:R:1 method="wB97M-V/def2-TZVPD" e_lumo_ev=4.1 energy_ha=-304.962647 charge=-1 e_above_lowest_kcal_mol=28.2
O -2.600 -0.063 -1.048 2.205 -0.382 1.751 -0.753
O 1.751 -0.307 0.936 1.125 1.058 0.042 -0.776
O -0.605 -0.857 -0.057 -2.364 0.519 -0.854 -0.816
C 2.259 0.921 0.420 0.259 -0.929 -0.817 -0.250
C -1.514 0.000 -0.394 1.361 0.929 -0.879 0.654
H 0.926 -0.490 0.453 -1.028 -0.249 0.024 0.513
H 3.330 0.958 0.705 -0.269 -0.090 -0.577 0.150
H 1.847 1.816 0.923 -0.407 -0.247 -0.528 0.147
H -1.070 1.087 -0.138 -1.240 -1.103 -0.243 -0.029
H 2.121 0.921 -0.745 0.358 0.494 2.082 0.160


Entry 8:
9
Properties=species:S:1:pos:R:3:forces:R:3:nbo_charge:R:1 method="wB97M-V/def2-TZVPD" e_lumo_ev=0.9 energy_ha=-514.952690 smiles="C=C(F)C(F)(F)F" e_above_lowest_kcal_mol=9.0
F -1.353 0.698 -1.594 0.523 0.173 0.478 -0.298
F -0.789 1.715 0.281 0.516 -0.490 -0.676 -0.308
F -1.962 -0.084 0.346 0.985 0.229 -0.733 -0.336
F 0.397 -1.245 -1.272 -0.454 -0.166 -1.209 -0.307
C 0.333 -0.371 -0.280 -0.268 -0.321 -0.269 0.302
C 1.223 -0.458 0.668 -2.405 3.051 1.142 -0.426
C -0.919 0.529 -0.341 -1.218 -0.818 1.096 0.931
H 1.002 0.239 1.463 0.441 0.111 0.346 0.217
H 2.068 -1.022 0.729 1.881 -1.767 -0.176 0.225